Record 1
{"formula": "C22H33CoN4O7Sb", "method": "ωB97M-V/def2-TZVPD", "total_charge": 1, "spin_multiplicity": 5, "orbital_gap_ev": [9.072, 6.088], "lumo_ha": [-0.1038, -0.2132], "relative_energy_kcal_mol": 0.0, "s_squared": 6.02, "symbols": ["Co", "O", "C", "O", "C", "C", "C", "C", "C", "C", "O", "N", "O", "O", "N", "O", "O", "H", "H", "N", "C", "C", "N", "C", "H", "H", "H", "H", "C", "C", "C", "C", "Sb", "C", "C", "C", "C", "C", "C", "C", "C", "H", "H", "H", "H", "H", "H", "H", "H", "H", "H", "H", "H", "H", "H", "H", "H", "H", "H", "H", "H", "H", "H", "H", "H", "H", "H", "H"], "positions_angstrom": [[-0.010730, -1.476368, 0.205721], [0.931308, -1.389380, 4.046989], [1.089578, -1.405325, 2.854606], [0.065953, -1.598631, 2.024119], [2.454683, -1.200461, 2.241872], [3.516114, -1.216910, 3.135502], [4.805696, -1.056346, 2.674078], [5.083238, -0.865627, 1.336383], [4.032407, -0.830054, 0.441252], [2.694061, -0.998378, 0.861455], [1.704059, -0.912371, -0.001822], [4.381458, -0.599868, -0.974845], [5.559268, -0.509495, -1.242790], [3.481282, -0.517138, -1.790446], [5.925530, -1.087684, 3.633791], [5.649516, -1.289040, 4.796636], [7.043870, -0.967843, 3.180648], [3.318411, -1.358513, 4.188397], [6.097918, -0.739179, 0.992890], [-1.567212, -5.164798, -0.529692], [-1.293634, -4.874339, -1.846429], [-0.763945, -3.626937, -1.849003], [-0.718617, -3.160804, -0.548257], [-1.211992, -4.119535, 0.221573], [-1.958770, -6.024596, -0.180129], [-1.487804, -5.570974, -2.641574], [-0.405185, -3.040345, -2.676643], [-1.305336, -4.072117, 1.294777], [-3.980109, 0.020669, 0.435496], [-3.303026, 0.616547, -0.798242], [-3.974552, 1.937504, -1.163480], [-3.415488, -0.372488, -1.958632], [-1.173630, 0.854577, -0.372175], [-0.757364, 2.164461, 1.327458], [-1.240845, 3.580526, 1.024122], [-1.453047, 1.606617, 2.567064], [0.753966, 2.148910, 1.554652], [-0.103022, 1.408534, -2.197206], [1.211551, 2.088674, -1.829118], [0.185548, 0.103169, -2.939331], [-0.949982, 2.338591, -3.062599], [-5.005359, -0.252525, 0.170363], [-4.040291, 0.733311, 1.255218], [-3.481740, -0.882731, 0.796657], [-5.033987, 1.740311, -1.352253], [-3.560773, 2.385988, -2.065983], [-3.920440, 2.668713, -0.356976], [-4.474928, -0.553277, -2.160527], [-2.957627, -1.337684, -1.723126], [-2.971325, 0.008525, -2.879297], [-2.328303, 3.639921, 0.978635], [-0.826468, 3.979534, 0.095748], [-0.914842, 4.237789, 1.835236], [-2.537115, 1.606094, 2.480159], [-1.198651, 2.255812, 3.409444], [-1.119770, 0.598086, 2.816630], [1.303252, 2.654217, 0.761660], [1.147662, 1.135074, 1.659320], [0.960702, 2.675552, 2.490154], [1.808799, 1.491726, -1.138233], [1.048670, 3.084004, -1.410329], [1.799557, 2.207184, -2.743328], [0.882945, -0.531003, -2.382533], [0.677290, 0.345862, -3.885867], [-0.725774, -0.451639, -3.177792], [-1.241732, 3.249617, -2.537638], [-1.847525, 1.849783, -3.443534], [-0.353381, 2.638502, -3.928848]], "forces_ev_per_angstrom": [[0.024, 0.035, -0.112], [0.052, -0.044, -0.046], [-0.095, 0.267, -0.027], [-0.006, -0.154, 0.101], [0.085, -0.144, 0.026], [0.013, 0.024, -0.071], [-0.011, 0.121, -0.017], [-0.081, 0.017, 0.038], [0.029, 0.017, 0.048], [0.011, 0.030, 0.123], [-0.081, -0.047, -0.062], [0.006, -0.076, -0.007], [-0.056, 0.014, 0.005], [0.079, 0.037, -0.009], [0.034, -0.456, -0.074], [0.013, 0.170, -0.014], [-0.046, 0.156, 0.059], [0.002, 0.000, 0.008], [0.026, 0.002, -0.011], [0.003, 0.059, 0.030], [0.030, 0.001, -0.042], [-0.016, -0.013, -0.042], [-0.064, -0.044, 0.017], [0.005, -0.001, 0.056], [-0.008, -0.013, 0.004], [0.004, 0.007, -0.005], [0.001, -0.008, -0.005], [0.010, -0.002, -0.005], [0.061, -0.027, 0.023], [-0.133, -0.073, 0.007], [0.075, 0.064, -0.018], [0.073, 0.001, -0.030], [-0.041, 0.018, 0.049], [0.061, 0.094, 0.075], [-0.023, -0.025, -0.056], [0.006, -0.042, -0.042], [0.044, -0.039, -0.041], [0.005, 0.079, -0.091], [-0.006, 0.010, 0.082], [0.051, -0.061, 0.020], [-0.043, -0.032, 0.021], [-0.003, -0.002, -0.014], [0.025, 0.007, 0.042], [0.002, 0.008, 0.000], [-0.010, 0.001, 0.000], [0.004, -0.003, 0.020], [0.010, -0.007, 0.017], [-0.009, -0.003, 0.004], [0.001, 0.010, -0.003], [-0.001, -0.012, 0.014], [-0.014, 0.001, -0.039], [0.006, -0.007, 0.007], [0.005, -0.001, 0.012], [-0.065, 0.020, -0.035], [0.012, -0.013, 0.019], [0.009, -0.008, -0.011], [-0.023, -0.023, 0.046], [-0.026, 0.073, 0.013], [-0.006, 0.012, 0.008], [-0.017, 0.002, -0.062], [0.014, -0.036, 0.002], [0.003, 0.012, -0.014], [-0.040, 0.031, -0.014], [-0.004, -0.003, -0.012], [0.019, -0.004, 0.015], [0.000, 0.006, 0.008], [0.002, 0.021, 0.017], [0.014, -0.006, -0.005]]}


Record 2
{"formula": "C22H33N3O4", "method": "ωB97M-V/def2-TZVPD", "total_charge": 0, "orbital_gap_ev": 8.978, "lumo_ha": 0.0235, "relative_energy_kcal_mol": 45.2, "smiles": "COCCC(=O)N1CCC(Oc2ccc(C(=O)N3CC[C@@H](N(C)C)C3)cc2)CC1", "symbols": ["C", "O", "C", "C", "C", "O", "N", "C", "C", "C", "O", "C", "C", "C", "C", "C", "O", "N", "C", "C", "C", "N", "C", "C", "C", "C", "C", "C", "C", "H", "H", "H", "H", "H", "H", "H", "H", "H", "H", "H", "H", "H", "H", "H", "H", "H", "H", "H", "H", "H", "H", "H", "H", "H", "H", "H", "H", "H", "H", "H", "H", "H"], "positions_angstrom": [[0.415933, -2.627304, -2.281040], [-0.193441, -1.467086, -2.791011], [-1.458688, -1.670341, -3.369984], [-2.589317, -1.840609, -2.338777], [-3.469260, -0.596524, -2.254356], [-3.361544, 0.333823, -3.026922], [-4.428867, -0.607695, -1.292432], [-4.581703, -1.598700, -0.256911], [-3.802658, -1.177397, 1.000682], [-3.726268, 0.359648, 1.080721], [-2.680495, 0.895698, 0.291462], [-1.391531, 0.499467, 0.475031], [-0.543974, 0.699841, -0.615327], [0.770802, 0.296590, -0.556847], [1.277424, -0.289945, 0.600024], [2.671580, -0.822680, 0.596471], [3.045290, -1.633572, -0.236354], [3.480009, -0.385070, 1.585390], [4.879807, -0.764269, 1.625360], [5.642085, 0.498780, 2.050296], [4.571377, 1.571940, 2.337004], [4.584782, 2.614390, 1.329363], [3.908272, 3.822964, 1.745218], [4.154254, 2.207087, 0.006403], [3.261566, 0.753927, 2.441142], [0.443142, -0.453717, 1.697711], [-0.884738, -0.066286, 1.641894], [-5.014632, 0.961848, 0.510691], [-5.126761, 0.627908, -0.986866], [-0.184966, -3.100469, -1.494555], [1.369683, -2.320903, -1.854098], [0.586483, -3.363090, -3.077575], [-1.659239, -0.768449, -3.956191], [-1.427435, -2.536835, -4.046429], [-3.218625, -2.694062, -2.599357], [-2.141679, -2.018301, -1.360125], [-4.259898, -2.579698, -0.603361], [-5.651042, -1.661506, -0.028521], [-4.293234, -1.567355, 1.893081], [-2.789644, -1.580889, 0.968130], [-3.601695, 0.670394, 2.129892], [-0.954278, 1.134270, -1.512043], [1.406819, 0.409938, -1.420291], [5.166042, -1.138988, 0.640496], [5.017195, -1.573614, 2.350893], [6.233289, 0.306968, 2.943788], [6.314577, 0.852482, 1.271996], [4.777255, 2.068804, 3.288913], [4.092992, 4.596625, 1.001114], [4.314710, 4.157872, 2.698671], [2.818667, 3.700865, 1.849619], [3.065006, 2.079549, -0.074638], [4.457988, 2.977732, -0.702715], [4.635309, 1.275256, -0.276647], [3.113128, 0.421337, 3.475784], [2.388095, 1.325007, 2.127729], [0.823141, -0.914210, 2.598604], [-1.514780, -0.213832, 2.506658], [-5.860012, 0.559287, 1.070313], [-5.000707, 2.043082, 0.639348], [-4.660133, 1.406488, -1.592108], [-6.179937, 0.538967, -1.277009]], "forces_ev_per_angstrom": [[0.102, -0.053, 0.020], [0.018, 0.151, -0.026], [-0.198, 0.047, -0.213], [0.325, 0.254, -0.318], [-0.109, -0.461, 0.028], [0.213, 0.300, -0.213], [-0.316, 0.106, 0.002], [0.212, -0.231, 0.246], [0.033, 0.156, -0.245], [-0.495, -0.206, 0.530], [0.215, 0.194, -0.152], [0.314, 0.040, -0.148], [-0.234, 0.025, 0.195], [0.055, -0.076, 0.241], [-0.179, -0.006, -0.113], [-0.132, -0.024, 0.146], [0.049, -0.059, -0.280], [0.159, 0.010, 0.002], [0.289, -0.408, -0.126], [-0.178, -0.024, 0.082], [0.059, -0.108, 0.142], [0.064, 0.135, -0.013], [0.044, -0.072, -0.010], [0.085, 0.113, 0.044], [-0.008, 0.468, 0.277], [0.125, 0.008, -0.175], [-0.279, 0.088, 0.064], [0.416, -0.098, -0.010], [-0.058, 0.322, -0.165], [-0.009, -0.001, 0.020], [-0.020, -0.109, 0.037], [-0.023, 0.003, 0.007], [-0.043, -0.246, 0.033], [0.011, 0.061, 0.066], [-0.016, -0.023, 0.121], [-0.039, -0.143, 0.062], [-0.097, 0.045, 0.013], [0.063, -0.087, -0.049], [0.038, -0.012, 0.066], [-0.061, -0.059, 0.062], [0.019, -0.026, -0.197], [-0.081, 0.045, -0.151], [0.057, -0.029, -0.124], [-0.007, 0.000, 0.144], [0.045, 0.003, -0.105], [0.049, 0.010, -0.012], [0.025, 0.024, 0.020], [-0.049, -0.050, -0.057], [-0.061, 0.088, 0.002], [-0.021, 0.055, 0.044], [-0.056, 0.019, -0.001], [-0.055, -0.041, -0.014], [-0.058, -0.027, -0.087], [0.040, -0.106, -0.100], [-0.061, 0.078, -0.010], [0.037, -0.023, 0.074], [0.044, -0.026, 0.093], [-0.080, -0.026, 0.030], [-0.005, 0.017, 0.072], [-0.073, 0.018, 0.048], [-0.164, -0.102, 0.097], [0.059, 0.078, -0.014]]}